DFT (the ωB97M-V functional and the def2-TZVPD basis) results for a 2-piece molecular cluster, C4H6N2O overall in a non-equilibrium geometry.

For the LUMO energy, the calculation gives 0.54 eV. As for the HOMO-LUMO gap: 8.71 eV. As for the structure (SMILES): OC1=CN1.CC#N. The energy comes out at -340.6234 hartree.

Last column: Mulliken charge in e.
Geometry (Å):
C1 2.360 -0.019 -0.219  -0.701
C2 1.654 -1.122 -0.893  0.375
N1 1.041 -1.965 -1.401  -0.456
C3 -1.359 -0.062 -0.408  -0.216
C4 -1.992 0.526 0.536  0.223
O1 -2.998 1.127 1.159  -0.464
N2 -0.618 0.315 0.926  -0.474
H1 3.457 -0.208 -0.284  0.318
H2 2.015 0.078 0.850  0.264
H3 2.094 0.960 -0.700  0.240
H4 -1.111 -0.469 -1.376  0.367
H5 -3.801 1.129 0.611  0.335
H6 -0.576 -0.528 1.520  0.190

=====

DFT (the ωB97M-V functional and the def2-TZVPD basis) results for C30H51CrN8O3P as an isolated structure.

As for the net charge: +1. For the LUMO energy (alpha / beta), the calculation gives -2.56 / -2.91 eV. As for the HOMO-LUMO gap (alpha / beta): 8.67 / 8.40 eV. As for the multiplicity: 4. The expectation value of S² is 3.77. The energy comes out at -3223.2040 hartree.

Last column: Mulliken spin population.
Geometry (Å):
Cr1 -0.337 -0.647 1.230  3.138
N1 -1.276 0.734 -0.044  -0.094
C1 -1.312 2.096 0.528  0.012
C2 -0.273 2.218 1.629  -0.008
N2 -0.277 1.012 2.491  -0.048
C3 -1.369 0.889 3.491  0.002
C4 -2.587 0.183 2.910  0.006
N3 -2.161 -1.046 2.195  -0.044
H1 -0.702 0.659 -0.911  -0.007
H2 -2.195 0.459 -0.378  0.016
H3 -2.310 2.294 0.917  -0.002
H4 -1.123 2.844 -0.243  0.000
H5 -0.437 3.120 2.224  -0.001
H6 0.725 2.277 1.194  -0.001
H7 0.607 0.971 2.989  0.005
H8 -1.650 1.871 3.879  0.001
H9 -0.969 0.313 4.328  -0.002
H10 -3.100 0.813 2.187  0.000
H11 -3.298 -0.044 3.705  0.000
H12 -2.911 -1.394 1.607  0.006
H13 -1.932 -1.791 2.849  0.003
O1 1.328 -0.259 0.330  -0.023
N4 1.725 -1.189 -0.473  -0.004
N5 0.874 -2.098 -0.648  0.015
O2 -0.323 -2.038 -0.078  0.003
C5 1.153 -3.187 -1.547  -0.011
C6 0.091 -3.952 -1.996  0.008
C7 0.350 -4.948 -2.929  -0.001
C8 1.641 -5.165 -3.385  0.002
C9 2.691 -4.398 -2.896  -0.001
C10 2.460 -3.399 -1.965  0.001
H14 -0.908 -3.766 -1.628  0.003
H15 -0.467 -5.556 -3.295  0.000
H16 1.836 -5.942 -4.112  0.000
H17 3.702 -4.582 -3.235  0.000
H18 3.267 -2.797 -1.578  0.000
N6 0.523 -1.750 2.666  -0.057
C11 0.953 -1.938 3.744  0.042
N7 1.416 -2.143 4.902  0.023
C12 0.893 -1.365 5.846  -0.001
N8 0.430 -0.683 6.657  0.005
O3 -0.109 0.202 -2.427  0.011
P1 -0.070 0.031 -3.927  0.002
C13 1.605 -0.567 -4.346  0.001
C14 2.711 0.456 -4.055  0.000
C15 3.094 1.287 -5.275  0.000
C16 3.473 0.393 -6.451  0.000
C17 2.335 -0.551 -6.827  0.000
C18 1.884 -1.373 -5.625  0.000
C19 -0.429 1.693 -4.618  -0.001
C20 -1.694 2.312 -3.991  0.001
C21 -2.961 2.052 -4.797  0.000
C22 -2.810 2.555 -6.227  0.000
C23 -1.626 1.885 -6.912  0.000
C24 -0.340 2.052 -6.110  0.000
C25 -1.176 -1.343 -4.365  0.000
C26 -2.369 -1.457 -3.398  0.003
C27 -3.424 -2.435 -3.939  0.000
C28 -2.769 -3.533 -4.770  0.000
C29 -2.118 -2.942 -6.031  0.000
C30 -1.659 -1.495 -5.807  0.000
H19 1.644 -1.309 -3.538  -0.001
H20 3.595 -0.102 -3.727  0.000
H21 2.429 1.089 -3.208  0.000
H22 3.921 1.952 -5.020  0.000
H23 2.264 1.936 -5.563  0.000
H24 4.348 -0.205 -6.168  0.000
H25 3.776 0.993 -7.311  0.000
H26 2.648 -1.227 -7.625  0.000
H27 1.496 0.020 -7.239  0.000
H28 2.697 -2.062 -5.369  0.000
H29 1.039 -2.014 -5.881  0.000
H30 0.424 2.191 -4.132  0.000
H31 -1.536 3.396 -3.949  0.000
H32 -1.799 1.977 -2.956  0.000
H33 -3.809 2.537 -4.310  0.000
H34 -3.188 0.980 -4.810  0.000
H35 -2.651 3.638 -6.205  0.000
H36 -3.726 2.388 -6.796  0.000
H37 -1.475 2.305 -7.909  0.000
H38 -1.844 0.827 -7.064  0.000
H39 -0.066 3.113 -6.140  0.000
H40 0.483 1.530 -6.594  0.000
H41 -0.512 -2.199 -4.167  0.000
H42 -2.821 -0.474 -3.236  0.000
H43 -1.996 -1.784 -2.423  0.000
H44 -4.151 -1.901 -4.558  0.000
H45 -3.992 -2.860 -3.110  0.000
H46 -3.493 -4.301 -5.042  0.000
H47 -2.014 -4.037 -4.156  0.000
H48 -2.824 -2.970 -6.863  0.000
H49 -1.265 -3.555 -6.334  0.000
H50 -2.492 -0.810 -5.973  0.000
H51 -0.893 -1.223 -6.536  0.000

=====

Asked for energy above the lowest of the compared OMol25 structures with the same formula, charge and spin across the records above, the calculation gives 4.6674; 0.9052 eV in order.